Record 1
# C15H24N3O6

An isolated ion of composition C15H24N3O6 and charge -1 in a non-equilibrium geometry (ωB97M-V/def2-TZVPD, the Open Molecules 2025 dataset).

Last column: Löwdin charge in e.
Atoms and positions in Å:
C -3.2109 -0.4666 1.9121  -0.08
C -1.8830 -0.1718 1.2895  -0.19
O -0.8716 -0.1985 2.4006  -0.02
C 0.4683 -0.1280 2.2159  -0.41
O 0.9645 0.1646 1.1385  0.09
C 1.2886 -0.6425 3.4391  -0.04
C 2.5927 -0.8638 2.8618  -0.24
N 3.6576 -0.8816 2.3924  0.17
N 2.0021 0.2712 4.6268  -0.09
N 2.4104 -0.6515 5.4800  -0.03
C 1.3220 -0.8895 6.4423  -0.55
O 0.7399 0.0660 6.9235  0.04
O 1.1810 -2.2163 6.6975  0.01
C 0.1604 -2.7400 7.7225  -0.55
C -1.2312 -2.2220 7.5014  -0.05
C 0.6472 -2.5598 9.1387  -0.04
C 0.0473 -4.2230 7.4590  -0.07
C 2.9643 1.3797 4.3594  -0.43
O 2.7139 2.1008 3.3929  0.04
O 4.0277 1.5077 5.1862  0.04
C 5.2273 2.2390 4.6917  -0.58
C 4.8593 3.5195 3.9826  -0.05
C 6.0482 1.3370 3.7862  -0.03
C 6.0288 2.5935 5.9213  -0.05
H -4.0589 -0.3801 1.2460  0.07
H -3.1879 -1.4596 2.3314  0.07
H -3.3606 0.2327 2.7203  0.08
H -1.5836 -0.8978 0.5385  0.12
H -1.8661 0.8082 0.8191  0.12
H 0.7582 -1.3453 4.0869  0.14
H -1.5396 -2.4750 6.4968  0.08
H -1.9892 -2.6176 8.2011  0.10
H -1.2578 -1.1429 7.5460  0.07
H 1.6320 -3.0127 9.2446  0.09
H 0.7489 -1.5067 9.4014  0.09
H -0.0102 -3.0483 9.8617  0.08
H 1.0166 -4.7167 7.4430  0.08
H -0.5960 -4.7695 8.1506  0.09
H -0.3197 -4.4010 6.4482  0.08
H 4.3075 4.1475 4.6904  0.10
H 5.7744 4.0231 3.6626  0.08
H 4.2278 3.3026 3.1127  0.08
H 6.4372 0.4950 4.3745  0.09
H 5.4464 0.9305 2.9622  0.07
H 6.8892 1.9223 3.3889  0.09
H 6.3396 1.7341 6.5276  0.09
H 6.9086 3.1463 5.5530  0.09
H 5.4580 3.2409 6.5883  0.08

Computed properties:
Highest occupied orbital energy = -3.13 eV
SMILES string = CCOC(=O)[C@@H](C#N)N(/N=C(\[O-])OC(C)(C)C)C(=O)OC(C)(C)C
Total charge = -1
Multiplicity = 1



Record 2
# C5H7N3

C5H7N3 as an isolated structure in a non-equilibrium geometry (ωB97M-V/def2-TZVPD, the Open Molecules 2025 dataset).

Last column: Löwdin charge in e.
Atoms and positions in Å:
C -2.9130 0.5074 -0.1029  -0.13
C -2.5806 -0.8863 -0.1238  -0.14
C 1.4474 0.4514 -0.6646  -0.07
C 1.5141 -0.6004 0.4119  -0.11
C 0.5132 0.4978 0.4907  -0.29
N -1.7807 1.1760 0.0712  0.10
N -1.2890 -1.0124 0.0601  0.09
N -0.8348 0.2194 0.1917  -0.20
H -3.8693 0.9797 -0.1818  0.09
H -3.1141 -1.8559 -0.0353  0.11
H 2.3062 1.0904 -0.7287  0.11
H 0.9354 0.0039 -1.4113  0.07
H 1.1567 -1.5280 0.4175  0.05
H 2.3591 -0.4737 1.1068  0.11
H 0.6575 1.4042 1.4680  0.23

Computed properties:
Highest occupied orbital energy = -9.40 eV
Total charge = 0
Multiplicity = 1



Record 3
# CH2CeClF3Ga

CH2CeClF3Ga as an isolated structure in a non-equilibrium geometry (ωB97M-V/def2-TZVPD, the Open Molecules 2025 dataset).

Last column: Löwdin charge in e.
Atoms and positions in Å:
F -1.2910 1.4895 0.7602  0.14
C -0.4786 1.1477 -0.2131  -0.70
F 0.7277 1.7853 0.0338  0.02
F -0.9551 1.5645 -1.3417  0.19
Ga -0.1969 -0.8805 -0.1099  0.15
Cl -0.8836 -1.8099 -1.8893  0.32
H -0.8057 -1.5997 1.1860  0.05
H 1.4530 -1.0847 0.0540  -0.22
Ce 2.4302 -0.6122 1.5200  2.05

Computed properties:
Highest occupied orbital energy (spin up / spin down) = -17.43 / -17.46 eV
Expectation value of S² = 0.758
Total charge = +2
Multiplicity = 2



Short version: energy = -32697.69861 -9765.54452 -87026.44082 eV, in the order given.
Short version: ΔE to the lowest compared entry with this formula, charge and spin = 1.5831 3.8431 0.0000 eV, in the order given.
Short version: molar mass = 342.4 109.1 316.3 g mol⁻¹, in the order given.